Model w:
DFT (wB97M-V/def2-TZVPD) results for a 2-piece molecular cluster, C4H9N3O overall.

Each line ends with the natural charge from an NBO analysis.
CARTESIAN COORDINATES (ANGSTROEM)
C1 -0.354 1.776 0.802  -0.17
C2 -1.619 -1.092 0.437  -0.71
C3 1.054 0.120 -0.032  0.49
C4 -0.991 -0.203 -0.558  0.40
N1 1.829 -1.037 0.224  -0.87
O1 1.508 0.782 -1.161  -0.71
N2 0.499 0.780 0.989  -0.46
N3 -1.186 0.252 -1.690  -0.66
H1 1.932 0.106 -1.709  0.49
H2 1.474 -1.500 1.052  0.38
H3 2.798 -0.783 0.412  0.36
H4 -0.425 0.195 -2.377  0.38
H5 -0.381 2.371 -0.110  0.17
H6 -0.798 2.215 1.692  0.18
H7 -2.706 -1.066 0.316  0.23
H8 -1.349 -0.794 1.446  0.26
H9 -1.285 -2.123 0.266  0.24

Values from the calculation:
Frontier orbital gap: 7.638 eV
M: 115.14 g mol⁻¹
HOMO: -7.046 eV
2S+1: 1



Model x:
DFT (wB97M-V/def2-TZVPD) results for a 3-piece molecular cluster, C4H9N3O overall.

Each line ends with the natural charge from an NBO analysis.
CARTESIAN COORDINATES (ANGSTROEM)
C1 2.110 0.925 2.053  -0.75
C2 2.287 -0.427 1.593  0.32
N1 2.406 -1.501 1.208  -0.37
H1 1.861 0.925 3.114  0.25
H2 3.031 1.489 1.906  0.25
H3 1.295 1.377 1.483  0.30
N2 0.189 -0.916 -0.957  -0.84
C3 -0.551 -0.241 -0.026  0.54
O1 -0.443 0.996 0.183  -0.73
H4 0.784 -0.354 -1.548  0.39
H5 0.447 -1.868 -0.757  0.41
H6 -0.931 -0.911 0.759  0.14
C4 -2.563 -0.123 -2.160  -0.01
N3 -2.442 0.025 -0.920  -0.61
H7 -2.941 0.646 -2.838  0.15
H8 -2.196 -1.045 -2.602  0.17
H9 -2.342 1.002 -0.491  0.40

Values from the calculation:
Frontier orbital gap: 10.299 eV
SMILES string: CC#N.NC=O.C=N
M: 115.14 g mol⁻¹
HOMO: -9.403 eV
2S+1: 1



Which of them is most stable? Easy: model x.



Model w:
DFT (wB97M-V/def2-TZVPD) results for a 9-piece molecular cluster, C18H54O9 overall.

Each line ends with the Löwdin charge.
CARTESIAN COORDINATES (ANGSTROEM)
C1 3.321 -1.329 2.747  -0.09
C2 3.828 -1.514 4.167  -0.33
O1 3.449 -2.759 4.715  -0.07
H1 2.264 -1.584 2.661  0.07
H2 3.902 -1.940 2.059  0.08
H3 3.396 -0.267 2.507  0.05
H4 3.498 -0.682 4.805  0.10
H5 4.907 -1.329 4.188  0.11
H6 2.590 -2.668 5.132  0.08
C3 -2.541 3.834 1.769  -0.07
C4 -3.537 3.914 2.916  -0.32
O2 -4.434 5.011 2.716  -0.08
H7 -1.714 3.132 1.909  0.05
H8 -2.047 4.792 1.591  0.08
H9 -3.059 3.549 0.851  0.07
H10 -3.044 4.050 3.878  0.10
H11 -4.094 2.973 2.983  0.10
H12 -4.982 4.740 1.971  0.08
C5 -1.036 -4.602 -1.817  -0.09
C6 -1.906 -3.663 -2.631  -0.33
O3 -1.322 -3.513 -3.919  -0.08
H13 -1.407 -4.721 -0.799  0.07
H14 0.019 -4.326 -1.780  0.07
H15 -1.024 -5.579 -2.307  0.07
H16 -2.101 -2.699 -2.149  0.10
H17 -2.913 -4.102 -2.690  0.11
H18 -1.634 -2.677 -4.281  0.07
C7 4.621 -2.078 -2.981  -0.10
C8 5.075 -3.364 -2.337  -0.32
O4 4.885 -4.383 -3.329  -0.09
H19 5.067 -1.775 -3.919  0.07
H20 4.594 -1.213 -2.300  0.07
H21 3.524 -2.092 -3.063  0.06
H22 4.508 -3.601 -1.433  0.11
H23 6.128 -3.344 -2.036  0.11
H24 5.074 -5.233 -2.917  0.08
C9 -2.600 -0.145 3.466  -0.06
C10 -2.593 0.474 4.893  -0.28
O5 -1.345 1.129 5.101  -0.10
H25 -2.044 0.544 2.825  0.06
H26 -3.630 -0.133 3.116  0.07
H27 -2.090 -1.101 3.397  0.07
H28 -2.769 -0.322 5.617  0.11
H29 -3.434 1.166 4.920  0.10
H30 -1.512 1.968 5.545  0.10
C11 2.015 3.589 3.880  -0.06
C12 1.800 2.116 3.523  -0.28
O6 0.475 1.870 3.063  -0.12
H31 1.706 3.739 4.918  0.07
H32 1.416 4.225 3.232  0.07
H33 3.054 3.921 3.872  0.07
H34 1.913 1.476 4.411  0.11
H35 2.442 1.627 2.786  0.09
H36 -0.133 1.728 3.805  0.05
C13 0.415 -0.589 -1.171  -0.08
C14 0.735 -0.051 0.205  -0.31
O7 -0.028 1.114 0.464  -0.10
H37 -0.361 -1.351 -1.182  0.06
H38 1.272 -1.093 -1.633  0.07
H39 0.217 0.216 -1.877  0.07
H40 1.824 0.086 0.245  0.10
H41 0.530 -0.766 1.013  0.11
H42 0.302 1.534 1.276  0.04
C15 -0.901 0.551 -6.597  -0.09
C16 0.457 0.490 -5.945  -0.31
O8 0.343 0.051 -4.580  -0.10
H43 -1.255 -0.487 -6.616  0.07
H44 -0.858 0.801 -7.660  0.07
H45 -1.611 1.179 -6.073  0.06
H46 0.979 1.451 -5.906  0.11
H47 1.127 -0.187 -6.484  0.11
H48 0.761 -0.810 -4.502  0.07
C17 -3.701 0.924 -3.300  -0.08
C18 -2.937 1.527 -2.147  -0.33
O9 -2.421 0.572 -1.226  -0.09
H49 -4.532 0.303 -2.961  0.08
H50 -3.114 0.480 -4.094  0.05
H51 -4.261 1.766 -3.730  0.07
H52 -3.619 2.197 -1.599  0.10
H53 -2.152 2.234 -2.440  0.12
H54 -1.731 1.032 -0.725  0.04

Values from the calculation:
Frontier orbital gap: 9.832 eV
SMILES string: CCO.CCO.CCO.CCO.CCO.CCO.CCO.CCO.CCO
M: 414.62 g mol⁻¹
HOMO: -9.502 eV
2S+1: 1



Model x:
DFT (wB97M-V/def2-TZVPD) results for a 9-piece molecular cluster, C18H54O9 overall.

Each line ends with the Löwdin charge.
CARTESIAN COORDINATES (ANGSTROEM)
C1 3.243 1.590 -1.472  -0.06
C2 3.206 0.111 -1.108  -0.32
O1 4.157 -0.664 -1.817  -0.07
H1 2.597 2.159 -0.812  0.04
H2 2.809 1.759 -2.485  0.08
H3 4.217 1.965 -1.359  0.07
H4 2.195 -0.284 -1.295  0.09
H5 3.300 0.050 0.005  0.10
H6 3.938 -1.604 -1.873  0.09
C3 -0.971 -1.472 -4.459  -0.08
C4 0.512 -1.310 -4.813  -0.25
O2 1.165 -0.937 -3.590  -0.10
H7 -1.057 -2.115 -3.591  0.06
H8 -1.531 -1.848 -5.358  0.09
H9 -1.555 -0.534 -4.235  0.08
H10 0.651 -0.513 -5.396  0.07
H11 1.026 -2.257 -5.206  0.14
H12 2.046 -0.741 -3.810  0.07
C5 -3.249 4.008 1.170  -0.06
C6 -2.876 3.574 -0.304  -0.26
O3 -2.095 4.563 -1.018  -0.06
H13 -4.100 3.550 1.637  0.06
H14 -3.537 4.976 1.125  0.02
H15 -2.414 4.065 1.889  0.07
H16 -3.827 3.479 -0.836  0.11
H17 -2.577 2.598 -0.290  0.04
H18 -2.589 5.352 -1.143  0.07
C7 0.500 3.304 -2.463  -0.08
C8 -0.102 1.974 -2.267  -0.36
O4 -0.360 1.300 -3.482  -0.11
H19 1.359 3.272 -3.110  0.06
H20 0.836 3.560 -1.434  0.07
H21 -0.133 4.059 -2.945  0.08
H22 -1.006 2.082 -1.774  0.06
H23 0.466 1.292 -1.747  0.06
H24 0.110 0.399 -3.413  0.04
C9 0.387 2.619 1.094  -0.07
C10 1.586 3.178 1.825  -0.24
O5 2.407 3.944 0.870  -0.06
H25 0.759 1.973 0.309  0.05
H26 -0.427 3.248 0.745  0.06
H27 -0.105 1.814 1.689  0.06
H28 2.097 2.333 2.232  0.08
H29 1.382 3.781 2.653  0.09
H30 3.022 4.382 1.407  0.04
C11 1.292 -0.597 2.448  -0.06
C12 1.904 -1.768 1.639  -0.32
O6 3.269 -1.665 1.928  -0.10
H31 0.231 -0.362 2.145  0.05
H32 1.882 0.229 2.040  0.04
H33 1.393 -0.656 3.560  0.10
H34 1.703 -1.920 0.538  0.12
H35 1.682 -2.713 2.086  0.08
H36 3.593 -2.536 2.214  0.09
C13 -1.514 -2.478 4.195  -0.07
C14 -1.961 -1.097 4.654  -0.23
O7 -2.067 -0.282 3.410  -0.15
H37 -2.245 -2.951 3.548  0.08
H38 -1.227 -3.176 4.936  0.07
H39 -0.621 -2.226 3.574  0.07
H40 -1.227 -0.603 5.308  0.12
H41 -2.979 -1.152 5.056  0.11
H42 -2.085 0.696 3.576  0.12
C15 -1.697 -0.748 -1.011  -0.06
C16 -2.066 -0.469 0.438  -0.35
O8 -1.850 -1.660 1.056  -0.09
H43 -2.321 0.020 -1.607  0.11
H44 -2.036 -1.636 -1.471  0.06
H45 -0.610 -0.679 -1.153  0.08
H46 -3.110 -0.331 0.467  0.10
H47 -1.677 0.451 0.861  0.09
H48 -2.084 -1.521 1.996  0.05
C17 0.854 -5.751 0.637  -0.07
C18 -0.439 -5.048 0.304  -0.36
O9 -0.079 -3.776 0.017  -0.07
H49 0.582 -6.687 1.063  0.06
H50 1.543 -5.212 1.231  0.05
H51 1.360 -6.113 -0.291  0.09
H52 -1.186 -5.008 1.110  0.12
H53 -0.976 -5.497 -0.513  0.10
H54 -0.697 -3.111 0.266  0.03

Values from the calculation:
Frontier orbital gap: 9.416 eV
SMILES string: CCO.CCO.CCO.CCO.CCO.CCO.CCO.CCO.CCO
M: 414.62 g mol⁻¹
HOMO: -9.077 eV
2S+1: 1



Which of them is most stable? Easy: model w.



Model w:
DFT (wB97M-V/def2-TZVPD) results for a 9-piece molecular cluster, C18H54O9 overall.

Each line ends with the Löwdin charge.
CARTESIAN COORDINATES (ANGSTROEM)
C1 -6.369 -1.183 -3.864  -0.08
C2 -7.269 -1.301 -5.096  -0.35
O1 -7.352 -2.630 -5.557  -0.07
H1 -5.307 -1.362 -4.032  0.07
H2 -6.627 -1.959 -3.143  0.07
H3 -6.480 -0.210 -3.386  0.07
H4 -7.034 -0.563 -5.863  0.10
H5 -8.259 -0.872 -4.938  0.10
H6 -7.859 -2.706 -6.369  0.08
C3 -0.675 -6.696 -3.526  -0.07
C4 -1.220 -5.344 -2.915  -0.32
O2 -0.804 -5.306 -1.585  -0.09
H7 -0.980 -6.745 -4.571  0.06
H8 -0.976 -7.548 -2.916  0.07
H9 0.394 -6.581 -3.704  0.06
H10 -2.304 -5.280 -2.819  0.11
H11 -0.822 -4.496 -3.474  0.10
H12 -1.414 -4.762 -1.081  0.08
C5 0.061 1.008 -0.072  -0.09
C6 -0.635 0.637 1.217  -0.33
O3 -1.891 0.005 0.929  -0.09
H13 0.942 1.526 0.308  0.07
H14 -0.580 1.638 -0.689  0.08
H15 0.564 0.220 -0.633  0.07
H16 -0.800 1.531 1.818  0.10
H17 -0.124 -0.050 1.892  0.11
H18 -2.242 -0.169 1.806  0.07
C7 6.998 0.334 -6.064  -0.09
C8 5.803 -0.550 -6.441  -0.33
O4 6.055 -0.885 -7.778  -0.08
H19 7.055 1.259 -6.638  0.07
H20 7.971 -0.138 -6.205  0.07
H21 6.857 0.723 -5.056  0.06
H22 4.856 -0.026 -6.315  0.11
H23 5.777 -1.483 -5.878  0.11
H24 5.184 -0.819 -8.177  0.08
C9 -5.878 1.673 5.892  -0.08
C10 -5.534 0.468 6.816  -0.31
O5 -4.438 -0.213 6.216  -0.09
H25 -5.044 2.373 5.850  0.06
H26 -6.658 2.276 6.356  0.07
H27 -6.058 1.389 4.855  0.07
H28 -6.413 -0.161 6.953  0.10
H29 -5.268 0.725 7.842  0.10
H30 -3.775 -0.218 6.909  0.07
C11 -1.049 -0.874 -8.394  -0.09
C12 -0.497 -1.821 -9.496  -0.29
O6 0.619 -1.240 -10.185  -0.09
H31 -0.416 -0.752 -7.516  0.06
H32 -2.028 -1.216 -8.058  0.07
H33 -1.113 0.174 -8.687  0.07
H34 -1.282 -1.905 -10.247  0.10
H35 -0.283 -2.812 -9.096  0.11
H36 0.325 -0.915 -11.039  0.08
C13 -1.446 6.410 9.763  -0.08
C14 -1.224 4.922 9.338  -0.30
O7 -0.162 4.403 10.164  -0.08
H37 -1.574 6.847 10.753  0.07
H38 -2.410 6.622 9.300  0.06
H39 -0.642 6.938 9.250  0.07
H40 -1.101 4.789 8.263  0.11
H41 -2.173 4.422 9.532  0.09
H42 -0.018 3.512 9.837  0.07
C15 4.920 5.455 1.655  -0.09
C16 4.720 5.815 3.149  -0.32
O8 3.568 5.136 3.561  -0.09
H43 5.680 6.151 1.298  0.06
H44 4.124 5.745 0.969  0.07
H45 5.147 4.411 1.437  0.07
H46 4.657 6.902 3.190  0.11
H47 5.509 5.380 3.763  0.11
H48 3.543 5.165 4.520  0.08
C17 4.553 -3.531 3.229  -0.11
C18 5.368 -4.233 4.240  -0.29
O9 4.740 -4.080 5.558  -0.12
H49 4.570 -2.481 3.521  0.08
H50 3.493 -3.782 3.198  0.08
H51 4.933 -3.504 2.208  0.08
H52 6.405 -3.949 4.418  0.12
H53 5.304 -5.312 4.098  0.10
H54 3.814 -4.323 5.630  0.07

Values from the calculation:
Frontier orbital gap: 10.340 eV
SMILES string: CCO.CCO.CCO.CCO.CCO.CCO.CCO.CCO.CCO
M: 414.62 g mol⁻¹
HOMO: -10.079 eV
2S+1: 1



Model x:
DFT (wB97M-V/def2-TZVPD) results for C18H54O9 as an isolated structure.

Each line ends with the Löwdin charge.
CARTESIAN COORDINATES (ANGSTROEM)
C1 -12.352 23.690 -13.196  -0.04
C2 -12.475 24.849 -12.238  -0.34
C3 -13.400 26.023 -12.749  -0.01
O1 -12.840 24.291 -10.995  -0.02
H1 -13.303 23.213 -13.434  0.04
H2 -11.682 22.882 -12.903  0.10
H3 -11.922 24.059 -14.128  0.10
H4 -11.532 25.386 -12.140  0.15
H5 -14.420 25.689 -12.937  0.05
H6 -12.951 26.354 -13.685  0.09
H7 -13.248 26.853 -12.058  0.10
H8 -12.002 24.154 -10.548  0.16
C4 -16.556 19.477 -10.760  -0.11
C5 -17.286 19.614 -9.475  -0.49
C6 -18.792 19.788 -9.632  -0.04
O2 -17.221 18.476 -8.728  -0.02
H9 -16.649 20.416 -11.306  0.05
H10 -17.021 18.688 -11.352  0.08
H11 -15.486 19.268 -10.745  0.07
H12 -16.893 20.494 -8.965  0.15
H13 -19.330 18.941 -10.059  0.08
H14 -19.049 20.624 -10.281  0.07
H15 -19.242 19.908 -8.646  0.09
H16 -17.823 17.897 -9.202  0.09
C7 -16.262 22.988 -15.833  -0.03
C8 -15.625 22.134 -14.801  -0.39
C9 -15.691 22.532 -13.358  -0.06
O3 -16.334 20.919 -14.872  0.11
H17 -15.791 23.968 -15.914  0.09
H18 -17.343 23.097 -15.745  0.10
H19 -16.091 22.418 -16.746  0.09
H20 -14.570 22.063 -15.068  0.15
H21 -15.427 21.755 -12.640  0.06
H22 -16.676 22.935 -13.122  0.03
H23 -15.101 23.444 -13.270  0.08
H24 -16.993 20.983 -15.567  0.15
C10 -13.083 24.841 -8.422  -0.03
C11 -13.052 23.319 -8.154  -0.45
C12 -13.117 22.901 -6.673  -0.04
O4 -14.274 22.987 -8.718  -0.06
H25 -13.469 25.134 -9.399  0.06
H26 -12.119 25.350 -8.384  0.08
H27 -13.661 25.304 -7.622  0.09
H28 -12.404 22.703 -8.777  0.13
H29 -13.934 23.437 -6.190  0.08
H30 -12.149 23.053 -6.197  0.07
H31 -13.249 21.827 -6.545  0.08
H32 -14.195 22.974 -9.674  -0.37
C13 -14.527 20.892 -11.193  -0.12
C14 -13.759 22.220 -11.253  -0.20
O5 -14.364 23.250 -10.528  0.02
H33 -14.301 20.181 -11.987  0.03
H34 -15.599 21.061 -11.290  0.02
H35 -14.269 20.432 -10.239  0.12
H36 -13.770 22.539 -12.295  0.04
H37 -12.707 22.038 -11.033  0.14
H38 -13.713 23.955 -10.540  -0.21
C15 -15.798 18.810 -13.130  -0.19
O6 -16.880 19.675 -13.453  -0.10
H39 -15.060 19.410 -12.598  0.00
H40 -16.057 18.105 -12.340  0.06
H41 -15.353 18.270 -13.966  0.10
H42 -16.652 20.383 -14.060  -0.28
C16 -17.372 23.041 -11.501  -0.18
O7 -18.114 23.860 -10.634  -0.09
H43 -17.899 22.090 -11.576  0.10
H44 -17.243 23.626 -12.412  0.05
H45 -16.475 22.741 -10.959  0.10
H46 -17.598 24.658 -10.498  -0.28
C17 -15.870 25.558 -11.341  -0.03
O8 -16.912 25.434 -10.314  0.07
H47 -15.746 26.567 -11.734  0.10
H48 -14.914 25.162 -10.998  0.07
H49 -16.273 24.948 -12.150  0.08
H50 -16.433 25.333 -9.488  0.15
C18 -13.006 18.203 -11.928  -0.17
O9 -12.462 17.768 -10.720  -0.09
H51 -13.308 19.242 -11.791  0.03
H52 -12.194 18.145 -12.653  0.09
H53 -13.835 17.668 -12.389  0.07
H54 -13.139 17.385 -10.157  0.08

Values from the calculation:
Frontier orbital gap: 7.682 eV
M: 414.62 g mol⁻¹
HOMO: -7.724 eV
2S+1: 1



Which of them is most stable? Easy: model w.